A.
A single C20H22N2O3 molecule. Source: the Open Molecules 2025 dataset; level of theory: the ωB97M-V functional and the def2-TZVPD basis.

Values from the calculation:
- Highest occupied orbital energy: -9.058 eV
- Structure (SMILES): CO/N=C1/C[C@@H](CO)N(C(=O)c2ccc(-c3ccccc3C)cc2)C1

XYZ file:
```
47
C20H22N2O3 the ωB97M-V functional and the def2-TZVPD basis
C 1.04 -2.77 -4.44
O 0.56 -2.50 -3.15
N 0.36 -3.75 -2.38
C 0.21 -3.69 -1.10
C -0.16 -4.81 -0.21
C -0.95 -4.09 0.90
C -0.66 -4.68 2.27
O -1.86 -4.61 3.05
N -0.68 -2.57 0.83
C -0.87 -1.60 1.83
O -1.47 -1.98 2.78
C -0.68 -0.12 1.58
C 0.69 0.27 1.41
C 0.87 1.57 0.95
C -0.13 2.47 0.67
C 0.11 3.70 -0.08
C -0.34 3.57 -1.39
C -0.13 4.64 -2.28
C 0.57 5.82 -1.87
C 1.02 5.83 -0.51
C 0.78 4.82 0.40
C 1.13 4.85 1.86
C -1.42 2.07 1.09
C -1.65 0.79 1.55
C 0.07 -2.36 -0.37
H 0.36 -2.64 -5.29
H 1.39 -3.74 -4.58
H 1.98 -2.26 -4.74
H 0.81 -5.22 0.12
H -0.62 -5.67 -0.52
H -2.07 -4.25 0.77
H 0.22 -4.20 2.67
H -0.47 -5.75 2.12
H -1.88 -3.66 3.36
H 1.52 -0.38 1.26
H 1.90 1.90 0.93
H -0.68 2.67 -1.79
H -0.48 4.66 -3.33
H 0.84 6.76 -2.38
H 1.54 6.73 -0.17
H 0.13 4.58 2.29
H 1.50 5.85 2.17
H 1.82 4.11 2.25
H -2.28 2.78 0.95
H -2.67 0.69 1.72
H 1.14 -2.22 -0.12
H -0.41 -1.59 -1.07
```

Atom charges from the Löwdin analysis, given in e for atoms 1 to 4:
1. C -0.15
2. O -0.17
3. N 0.13
4. C -0.26

=====

B.
A single C20H22N2O3 molecule. Source: the Open Molecules 2025 dataset; level of theory: the ωB97M-V functional and the def2-TZVPD basis.

Values from the calculation:
- Highest occupied orbital energy: -8.506 eV
- Structure (SMILES): CO/N=C1/C[C@@H](CO)N(C(=O)c2ccc(-c3ccccc3C)cc2)C1

XYZ file:
```
47
C20H22N2O3 the ωB97M-V functional and the def2-TZVPD basis
C 2.97 7.26 -1.17
O 2.95 5.83 -1.13
N 2.13 5.38 -0.06
C 1.79 4.13 -0.11
C 0.97 3.57 1.02
C 0.50 2.20 0.46
C -0.94 2.28 -0.09
O -1.11 3.07 -1.29
N 1.48 1.88 -0.56
C 1.61 0.69 -1.24
O 2.34 0.58 -2.26
C 0.79 -0.47 -0.87
C 1.21 -1.20 0.24
C 0.47 -2.33 0.69
C -0.62 -2.81 -0.08
C -1.33 -4.05 0.26
C -1.70 -4.91 -0.83
C -2.53 -6.02 -0.60
C -2.92 -6.31 0.69
C -2.53 -5.50 1.75
C -1.73 -4.38 1.59
C -1.52 -3.58 2.82
C -0.99 -2.08 -1.24
C -0.33 -0.91 -1.60
C 2.21 3.04 -1.06
H 1.98 7.69 -0.99
H 3.38 7.58 -2.14
H 3.62 7.66 -0.37
H 1.58 3.47 1.91
H 0.16 4.23 1.22
H 0.58 1.48 1.27
H -1.59 2.76 0.67
H -1.35 1.29 -0.30
H -2.05 3.14 -1.56
H 2.10 -0.86 0.77
H 0.77 -2.84 1.61
H -1.37 -4.68 -1.83
H -2.82 -6.65 -1.40
H -3.60 -7.14 0.90
H -2.92 -5.71 2.76
H -0.77 -4.06 3.45
H -1.21 -2.53 2.66
H -2.45 -3.55 3.40
H -1.83 -2.42 -1.82
H -0.64 -0.34 -2.46
H 1.95 3.24 -2.07
H 3.30 2.87 -1.01
```

Atom charges from the Löwdin analysis, given in e for atoms 1 to 4:
1. C -0.10
2. O -0.19
3. N 0.10
4. C -0.23

=====

C.
2 unconnected molecules or ions with the total composition C20H22N2O3. Source: the Open Molecules 2025 dataset; level of theory: the ωB97M-V functional and the def2-TZVPD basis.

Values from the calculation:
- Highest occupied orbital energy: -5.942 eV

XYZ file:
```
47
C20H22N2O3 the ωB97M-V functional and the def2-TZVPD basis
C -5.27 -1.95 -1.25
C -5.09 -0.45 -1.46
C -4.13 0.17 -0.44
N -2.88 -0.59 -0.38
C -1.72 -0.03 -0.68
C -0.48 -0.68 -0.60
C 0.61 -0.20 -1.28
C 1.87 -0.86 -1.40
C 2.82 -0.44 -2.37
C 4.05 -1.07 -2.50
C 4.38 -2.15 -1.67
C 3.45 -2.59 -0.71
C 2.22 -1.97 -0.57
C -3.05 -2.01 -0.04
C -3.95 -2.70 -1.07
H -5.89 -2.12 -0.37
H -5.80 -2.38 -2.11
H -4.72 -0.26 -2.47
H -6.05 0.07 -1.37
H -3.88 1.20 -0.70
H -4.59 0.14 0.56
H -1.76 1.02 -1.02
H -0.42 -1.56 0.05
H 0.47 0.73 -1.84
H 2.56 0.42 -3.00
H 4.76 -0.72 -3.25
H 5.35 -2.63 -1.76
H 3.71 -3.43 -0.06
H 1.51 -2.28 0.20
H -2.08 -2.51 0.03
H -3.54 -2.04 0.94
H -4.11 -3.73 -0.74
H -3.41 -2.75 -2.03
O 1.72 5.66 1.37
N 2.63 5.14 2.05
O 3.63 5.77 2.47
C 2.54 3.74 2.37
C 3.55 3.16 3.14
C 3.45 1.81 3.48
C 2.40 1.04 3.01
C 1.43 1.56 2.04
O 0.66 0.83 1.38
C 1.47 3.01 1.89
H 4.37 3.79 3.48
H 4.21 1.36 4.11
H 2.30 -0.02 3.27
H 0.70 3.50 1.29
```

Atom charges from the Löwdin analysis, given in e for atoms 1 to 4:
1. C -0.20
2. C -0.17
3. C -0.13
4. N -0.07

=====

In order of decreasing stability: B, A, C.

=====

A.
2 unconnected molecules or ions with the total composition C5H9N2S. Source: the Open Molecules 2025 dataset; level of theory: the ωB97M-V functional and the def2-TZVPD basis.

Values from the calculation:
- Highest occupied orbital energy: -12.580 eV
- Net charge: +1

XYZ file:
```
17
C5H9N2S the ωB97M-V functional and the def2-TZVPD basis
C -0.17 1.56 -0.39
C 0.85 2.41 -0.56
C 1.41 0.01 -0.51
C 2.16 -1.27 -0.62
C -1.57 -1.14 1.05
N 0.11 0.24 -0.34
N -2.70 -0.54 1.07
S 2.31 1.47 -0.74
H -1.31 1.86 -0.36
H 0.61 3.41 -0.84
H 1.36 -2.09 -0.50
H 2.50 -1.30 -1.64
H 2.98 -1.14 0.01
H -1.26 -1.80 0.21
H -0.86 -0.94 1.80
H -2.94 0.07 1.93
H -3.48 -0.81 0.42
```

Atom charges from the Löwdin analysis, given in e for atoms 1 to 4:
1. C -0.30
2. C -0.38
3. C -0.62
4. C -0.06

=====

B.
A gas-phase ion, C5H9N2S (charge +1). Source: the Open Molecules 2025 dataset; level of theory: the ωB97M-V functional and the def2-TZVPD basis.

Values from the calculation:
- Highest occupied orbital energy (spin up / spin down): -13.669 / -13.668 eV
- Net charge: +1

XYZ file:
```
17
C5H9N2S the ωB97M-V functional and the def2-TZVPD basis
C -1.49 1.38 0.86
C -0.42 2.05 0.64
C 0.26 0.77 -1.29
C 0.42 -0.62 -0.73
C -0.20 -1.99 1.23
N -0.11 -0.82 0.38
N 0.54 1.84 -0.36
S 1.42 -1.88 -1.56
H -2.15 1.02 1.60
H -0.31 2.82 1.36
H 0.73 0.82 -2.28
H -0.78 0.80 -1.60
H -1.13 -1.89 1.87
H -0.08 -2.93 0.53
H 0.57 -1.89 2.04
H 1.49 1.70 0.00
H 1.26 -1.20 -2.70
```

Atom charges from the Löwdin analysis, given in e for atoms 1 to 4:
1. C 0.35
2. C -0.15
3. C -0.21
4. C -0.64

=====

In order of decreasing stability: A, B.

=====

A.
A single C2H4N4O2 molecule. Source: the Open Molecules 2025 dataset; level of theory: the ωB97M-V functional and the def2-TZVPD basis.

Values from the calculation:
- Highest occupied orbital energy: -9.360 eV
- Structure (SMILES): N/N=c1\ncon1O

XYZ file:
```
12
C2H4N4O2 the ωB97M-V functional and the def2-TZVPD basis
N -2.40 0.43 -0.53
N -1.33 -0.33 0.08
C -0.12 -0.15 -0.13
N 0.61 0.79 -0.83
C 1.81 0.44 -0.54
O 2.22 -0.82 0.07
N 0.90 -1.29 0.51
O 0.76 -0.86 2.00
H -2.11 0.65 -1.53
H -3.22 -0.14 -0.40
H 2.56 1.18 -0.82
H 0.33 0.10 2.11
```

Atom charges from the Löwdin analysis, given in e for atoms 1 to 4:
1. N 0.02
2. N 0.03
3. C -0.40
4. N 0.16

=====

B.
A single C2H4N4O2 molecule. Source: the Open Molecules 2025 dataset; level of theory: the ωB97M-V functional and the def2-TZVPD basis.

Values from the calculation:
- Highest occupied orbital energy: -8.508 eV
- Structure (SMILES): [H]/N=c1\[nH]c(O)nn1O

XYZ file:
```
12
C2H4N4O2 the ωB97M-V functional and the def2-TZVPD basis
H -2.02 2.34 0.24
N -1.98 1.36 -0.34
C -0.85 0.61 -0.01
N 0.42 1.05 0.35
C 1.31 0.01 0.02
O 2.56 0.26 -0.14
N 0.74 -1.15 -0.01
N -0.65 -0.69 -0.34
O -1.59 -1.46 0.36
H 0.63 1.97 0.97
H 2.98 -0.67 -0.29
H -1.82 -1.87 -0.42
```

Atom charges from the Löwdin analysis, given in e for atoms 1 to 4:
1. H 0.08
2. N 0.06
3. C -0.44
4. N 0.14

=====

In order of decreasing stability: B, A.

=====

A.
A single C2H4N4O2 molecule. Source: the Open Molecules 2025 dataset; level of theory: the ωB97M-V functional and the def2-TZVPD basis.

Values from the calculation:
- Highest occupied orbital energy: -8.112 eV
- Structure (SMILES): N/N=c1/nc(O)o[nH]1

XYZ file:
```
12
C2H4N4O2 the ωB97M-V functional and the def2-TZVPD basis
N -2.54 -0.05 -0.05
N -1.55 -1.01 -0.12
C -0.36 -0.52 -0.06
N 0.80 -1.28 -0.07
C 1.75 -0.39 -0.05
O 3.04 -0.58 0.08
O 1.34 0.90 -0.12
N -0.06 0.88 0.10
H -3.31 -0.42 0.46
H -2.23 0.74 0.50
H 3.54 0.24 -0.05
H -0.41 1.51 -0.63
```

Atom charges from the Löwdin analysis, given in e for atoms 1 to 4:
1. N -0.02
2. N 0.00
3. C -0.42
4. N 0.21

=====

B.
A molecular structure, C2H4N4O2. Source: the Open Molecules 2025 dataset; level of theory: the ωB97M-V functional and the def2-TZVPD basis.

Values from the calculation:
- Highest occupied orbital energy: -10.082 eV

XYZ file:
```
12
C2H4N4O2 the ωB97M-V functional and the def2-TZVPD basis
C 0.32 0.77 -0.24
C -0.64 -0.32 0.26
N -0.47 1.98 -0.16
N -1.59 1.94 0.05
N -1.93 0.24 0.51
N -3.04 -0.29 -0.01
O -2.92 -1.45 -0.30
O -4.03 0.40 -0.02
H 1.21 1.02 0.33
H 0.54 0.50 -1.40
H -0.62 -1.17 -0.39
H -0.42 -0.70 1.17
```

Atom charges from the Löwdin analysis, given in e for atoms 1 to 4:
1. C -0.12
2. C -0.19
3. N -0.02
4. N 0.20

=====

C.
A single C2H4N4O2 molecule. Source: the Open Molecules 2025 dataset; level of theory: the ωB97M-V functional and the def2-TZVPD basis.

Values from the calculation:
- Highest occupied orbital energy: -9.058 eV
- Structure (SMILES): Nn1[nH]nc(O)c1=O

XYZ file:
```
12
C2H4N4O2 the ωB97M-V functional and the def2-TZVPD basis
N 2.02 0.23 -0.32
N 0.75 -0.15 0.09
N 0.34 -1.49 -0.08
N -1.14 -1.52 -0.17
C -1.45 -0.30 -0.14
O -2.62 0.26 -0.18
C -0.31 0.69 -0.01
O -0.36 1.89 0.00
H 1.96 1.18 -0.68
H 2.69 0.18 0.42
H 0.67 -2.05 0.71
H -2.54 1.08 0.37
```

Atom charges from the Löwdin analysis, given in e for atoms 1 to 4:
1. N 0.11
2. N -0.15
3. N 0.02
4. N 0.16

=====

In order of decreasing stability: C, A, B.

=====

A.
A single C2H4N4O2 molecule. Source: the Open Molecules 2025 dataset; level of theory: the ωB97M-V functional and the def2-TZVPD basis.

Values from the calculation:
- Highest occupied orbital energy: -8.885 eV
- Structure (SMILES): [H]/N=c1/c(O)n[nH]n1O

XYZ file:
```
12
C2H4N4O2 the ωB97M-V functional and the def2-TZVPD basis
H 0.81 -2.50 -0.63
N 0.31 -1.93 0.06
C 0.07 -0.66 -0.09
C -0.77 0.11 0.83
O -1.55 -0.55 1.60
N -0.62 1.39 0.68
N 0.30 1.54 -0.34
N 0.34 0.24 -1.02
O 1.63 -0.05 -1.63
H -1.71 0.02 2.56
H -0.15 2.28 -0.98
H 2.28 -0.31 -0.89
```

Atom charges from the Löwdin analysis, given in e for atoms 1 to 4:
1. H 0.06
2. N 0.17
3. C -0.40
4. C -0.45

=====

B.
A single C2H4N4O2 molecule. Source: the Open Molecules 2025 dataset; level of theory: the ωB97M-V functional and the def2-TZVPD basis.

Values from the calculation:
- Highest occupied orbital energy: -9.537 eV
- Structure (SMILES): [H]/N=c1\ncn(O)n1O

XYZ file:
```
12
C2H4N4O2 the ωB97M-V functional and the def2-TZVPD basis
H -3.03 0.02 -0.64
N -2.16 -0.26 -1.27
C -1.19 -0.14 -0.47
N -1.27 0.39 0.87
C -0.11 0.17 1.42
N 0.66 -0.65 0.59
O 2.06 -0.68 0.64
N 0.25 -0.43 -0.72
O 0.93 0.68 -1.22
H 0.13 0.29 2.43
H 2.29 0.25 0.40
H 1.44 0.35 -2.03
```

Atom charges from the Löwdin analysis, given in e for atoms 1 to 4:
1. H 0.12
2. N 0.15
3. C -0.42
4. N 0.11

=====

In order of decreasing stability: A, B.

=====

A.
2 unconnected molecules or ions with the total composition CH3BrO2P. Source: the Open Molecules 2025 dataset; level of theory: the ωB97M-V functional and the def2-TZVPD basis.

Values from the calculation:
- Highest occupied orbital energy (spin up / spin down): -2.352 / -2.351 eV
- Net charge: -1

XYZ file:
```
8
CH3BrO2P the ωB97M-V functional and the def2-TZVPD basis
C -0.37 0.05 -0.65
O -1.42 -0.10 -1.71
O -0.18 -0.17 2.72
P 0.60 -0.92 1.72
Br 2.42 0.33 1.26
H -0.93 -0.28 -2.46
H -0.77 0.86 0.07
H 0.65 0.23 -0.94
```

Atom charges from the Löwdin analysis, given in e for atoms 1 to 4:
1. C -0.28
2. O -0.20
3. O -0.68
4. P 0.24

=====

B.
A gas-phase ion, CH3BrO2P (charge -1). Source: the Open Molecules 2025 dataset; level of theory: the ωB97M-V functional and the def2-TZVPD basis.

Values from the calculation:
- Highest occupied orbital energy: -5.387 eV
- Net charge: -1
- Structure (SMILES): C[P@](=O)([O-])Br

XYZ file:
```
8
CH3BrO2P the ωB97M-V functional and the def2-TZVPD basis
C 0.79 0.46 -0.03
P -0.53 -0.72 0.07
O -0.57 -1.58 1.29
O -0.66 -1.44 -1.23
Br -2.31 1.28 0.13
H 0.65 1.38 0.58
H 1.84 0.04 0.31
H 0.79 0.60 -1.11
```

Atom charges from the Löwdin analysis, given in e for atoms 1 to 4:
1. C -0.30
2. P 0.18
3. O -0.41
4. O -0.42

=====

C.
2 unconnected molecules or ions with the total composition CH3BrO2P. Source: the Open Molecules 2025 dataset; level of theory: the ωB97M-V functional and the def2-TZVPD basis.

Values from the calculation:
- Highest occupied orbital energy (spin up / spin down): -3.477 / -5.344 eV
- Net charge: -1

XYZ file:
```
8
CH3BrO2P the ωB97M-V functional and the def2-TZVPD basis
C 2.23 -0.09 -0.14
O -2.01 -0.62 1.37
O -2.39 -0.91 -1.15
P -1.86 -0.12 0.00
Br -3.05 1.84 -0.10
H 2.36 0.88 -0.61
H 1.75 -0.14 0.94
H 2.98 -0.84 -0.31
```

Atom charges from the Löwdin analysis, given in e for atoms 1 to 4:
1. C 0.04
2. O -0.51
3. O -0.53
4. P 0.04

=====

In order of decreasing stability: B, C, A.